[1]
C6H10N2O4 in the gas phase at a distorted geometry. Source: the OMol25 dataset; level of theory: ωB97M-V with the def2-TZVPD basis set.

Last column: Mulliken charge in e.
Geometry (Å):
C 0.57 0.80 -1.11  -1.117
C 1.90 0.34 -0.73  -0.501
C 0.24 -0.99 1.62  -0.901
C -0.85 -0.23 0.80  0.228
C -0.25 -0.31 -0.64  0.769
C -0.94 1.16 1.41  -1.247
N 0.60 -1.50 -0.57  -0.018
N -1.56 -0.80 -1.81  0.935
O -2.45 -1.53 -1.43  -0.575
O -1.40 -0.38 -2.92  -0.599
O 1.92 -1.06 -0.84  -0.359
O 0.56 -2.03 0.70  -0.348
H 0.27 1.69 -0.76  0.536
H 0.50 0.87 -2.16  0.412
H 2.62 0.87 -1.37  0.461
H 2.11 0.69 0.24  0.218
H 1.08 -0.48 1.96  0.316
H -0.15 -1.33 2.53  0.520
H -1.85 -0.66 0.67  0.416
H 0.08 1.61 1.52  0.296
H -1.49 1.48 2.38  0.312
H -1.51 1.79 0.53  0.247

Orbital gap ... 10.32 eV
HOMO energy ... -9.7 eV
SMILES string ... C[C@@H]1CON2OCC[C@]12[N+](=O)[O-]



[2]
C6H8N4 in the gas phase at a distorted geometry. Source: the OMol25 dataset; level of theory: ωB97M-V with the def2-TZVPD basis set.

Last column: Mulliken charge in e.
Geometry (Å):
C 2.51 0.36 0.03  -0.111
C 1.57 1.28 0.12  -0.841
C 2.17 -0.98 -0.20  -0.748
C 0.87 -1.34 -0.20  -0.014
C -0.99 1.68 -0.03  -0.712
C 0.18 0.92 0.05  0.774
N -2.12 0.79 -0.29  -0.333
N -0.09 -0.42 -0.12  0.124
N -1.66 -0.57 -0.33  -0.055
N -2.13 -1.43 0.65  -0.506
H 3.55 0.59 0.27  0.372
H 1.84 2.37 0.15  0.264
H 2.87 -1.73 -0.39  0.418
H 0.55 -2.35 -0.36  0.342
H -1.30 2.76 0.28  0.280
H -2.46 1.12 -1.15  0.259
H -2.64 -2.12 0.25  0.211
H -2.72 -0.92 1.29  0.277

Orbital gap ... 7.38 eV
HOMO energy ... -6.3 eV
SMILES string ... NN1NC=C2C=CC=CN21



[3]
C6H17N3 in the gas phase at a distorted geometry. Source: the OMol25 dataset; level of theory: ωB97M-V with the def2-TZVPD basis set.

Last column: Mulliken charge in e.
Geometry (Å):
C 0.81 0.28 -1.23  1.785
C -0.53 0.44 0.01  -0.293
C 0.40 -0.77 -2.24  -1.717
C 2.08 -0.07 -0.48  -1.842
C 0.89 1.66 -1.85  -1.874
C -1.72 -1.25 2.96  -0.799
N -0.57 -0.86 0.49  -0.325
N -1.95 -0.97 1.55  -0.414
N -0.26 1.42 0.99  -0.504
H 0.09 -0.95 1.26  0.332
H -2.49 -1.73 1.16  0.225
H -1.40 0.66 -0.63  0.388
H -0.87 1.25 1.80  0.258
H -0.34 2.37 0.64  0.200
H 2.94 0.05 -1.14  0.450
H 1.62 1.66 -2.66  0.450
H 0.27 -1.73 -1.77  0.386
H 1.17 -0.85 -3.02  0.437
H -0.54 -0.49 -2.73  0.363
H 2.05 -1.10 -0.13  0.374
H 2.21 0.59 0.37  0.397
H 1.20 2.41 -1.11  0.440
H -0.07 1.97 -2.27  0.378
H -1.12 -2.15 3.14  0.309
H -2.66 -1.43 3.49  0.317
H -1.20 -0.39 3.40  0.277

Orbital gap ... 9.44 eV
HOMO energy ... -8.5 eV
SMILES string ... CNN[C@@H](N)C(C)(C)C



[4]
CH2O2S in the gas phase at a distorted geometry. Source: the OMol25 dataset; level of theory: ωB97M-V with the def2-TZVPD basis set.

Last column: Mulliken charge in e.
Geometry (Å):
C 0.33 0.16 -0.16  -0.323
O -0.80 -0.47 -0.53  0.063
O -1.60 -0.81 0.44  -0.261
S 0.95 0.23 1.48  -0.099
H 0.92 -0.35 -0.88  0.324
H 0.20 1.24 -0.34  0.295

Orbital gap (spin up / spin down) ... 5.82 / 5.82 eV
HOMO energy (spin up / spin down) ... -9.2 / -9.2 eV



[5]
C20H21N3O5 in the gas phase. Source: the OMol25 dataset; level of theory: ωB97M-V with the def2-TZVPD basis set.

Last column: Mulliken charge in e.
Geometry (Å):
C -5.96 -0.10 -0.16  -0.915
H -6.70 -0.71 0.36  0.262
O -4.75 -0.30 0.53  -0.438
C -3.65 0.38 0.12  0.404
C -3.60 1.24 -0.97  -0.707
C -2.41 1.88 -1.27  -0.813
C -1.27 1.68 -0.52  -0.680
C -1.31 0.79 0.57  0.928
C -2.50 0.16 0.89  -0.072
H -2.57 -0.53 1.71  0.512
O -0.13 0.59 1.22  0.168
C -0.15 -0.04 2.48  -1.275
H -0.86 0.45 3.15  0.447
H -0.40 -1.10 2.38  0.372
H 0.86 0.06 2.87  0.221
N -0.05 2.32 -0.83  0.000
C 0.68 2.94 0.13  0.554
O 0.23 3.41 1.14  -0.635
C 2.18 2.97 -0.21  -0.965
N 2.68 1.61 -0.18  0.314
C 2.45 0.68 -1.13  -0.393
O 1.96 0.89 -2.22  -0.693
C 2.92 -0.66 -0.58  2.158
N 3.55 -0.23 0.65  -0.064
C 3.35 1.07 0.94  0.234
O 3.69 1.68 1.91  -0.647
H 3.99 -0.86 1.31  0.249
C 1.72 -1.56 -0.31  -0.142
C 0.59 -1.51 -1.11  -0.003
C -0.50 -2.32 -0.85  -0.852
C -0.46 -3.22 0.21  -0.476
C 0.68 -3.30 0.99  -0.979
C 1.76 -2.48 0.73  -0.272
H 2.64 -2.55 1.36  0.317
H 0.72 -4.00 1.81  0.387
H -1.31 -3.85 0.42  0.414
H -1.38 -2.25 -1.47  0.467
H 0.54 -0.82 -1.94  0.574
C 3.90 -1.35 -1.53  -1.917
H 4.80 -0.74 -1.64  0.436
H 4.18 -2.33 -1.14  0.420
H 3.43 -1.47 -2.50  0.351
H 2.36 3.40 -1.20  0.334
H 2.72 3.54 0.56  0.436
H 0.42 2.03 -1.68  0.350
H -2.37 2.56 -2.11  0.501
H -4.47 1.42 -1.58  0.419
H -6.27 0.95 -0.12  0.364
H -5.89 -0.42 -1.20  0.346

Orbital gap ... 8.79 eV
HOMO energy ... -8.2 eV
SMILES string ... COc1ccc(NC(=O)CN2C(=O)N[C@@](C)(c3ccccc3)C2=O)c(OC)c1



[6]
C6H7N in the gas phase at a distorted geometry. Source: the OMol25 dataset; level of theory: ωB97M-V with the def2-TZVPD basis set.

Last column: Mulliken charge in e.
Geometry (Å):
C 2.19 1.00 -0.39  0.120
C -0.50 -1.05 -1.01  -0.430
C -1.67 -0.19 -0.46  -0.749
C 0.29 -0.16 1.40  -0.773
C 0.53 1.03 0.49  0.085
C -0.31 -0.05 0.04  0.461
N 3.28 0.93 -0.88  -0.458
H 0.40 2.12 0.50  0.396
H -0.32 -2.11 -0.80  0.262
H -0.05 -0.79 -2.09  0.169
H -2.24 0.60 -1.04  0.219
H -2.46 -0.66 0.23  0.212
H 1.16 -0.85 1.72  0.232
H -0.30 0.17 2.27  0.252

Orbital gap ... 11.67 eV
HOMO energy ... -10.9 eV
SMILES string ... N#C[C@@H]1CC12CC2



Values for electronic energy, eV, ordered as above
-17546.5809; -12307.2629; -10965.7201; -15992.4241; -35790.1261; -7820.8649
Values for energy above the lowest of the compared OMol25 structures with the same formula, charge and spin, kcal per mole, ordered as above
187.9; 111.8; 57.3; 173.2; 2.8; 110.3